1.
10
Properties=species:S:1:pos:R:3 method="wB97M-V/def2-TZVPD" e_above_lowest_kj_mol=302.75 spin_multiplicity=1
H 0.93516 -1.29290 -0.39569
N 0.55285 -1.21917 -1.37267
N -0.22400 -0.28187 -1.51239
C -0.58683 0.55934 -0.36213
C 0.09922 0.33886 0.90995
C 0.82680 -0.69254 1.30780
O 1.46521 -1.50784 1.84560
N -1.46053 1.46161 -0.53030
H -1.73863 1.48371 -1.51580
H 0.13075 1.15080 1.62564

***

2.
40
Properties=species:S:1:pos:R:3 method="wB97M-V/def2-TZVPD" e_above_lowest_kj_mol=336.35 smiles=CCSS.O.O.O.O.O.O.O.O.O.O spin_multiplicity=1
C -1.23477 0.06003 0.61278
C -0.97845 -1.52016 0.58317
S -2.24055 -2.60356 1.23241
S -2.76866 -1.75360 3.17441
H -0.67520 0.45589 -0.22488
H -0.91852 0.62902 1.50452
H -2.28893 0.35016 0.45235
H 0.06492 -1.60089 0.96406
H -0.80438 -1.74490 -0.43687
H -1.57709 -1.14010 3.16501
O -2.02826 -2.20948 -2.22145
H -2.29818 -2.51422 -3.08991
H -2.37299 -1.31217 -2.20870
O 2.15185 -1.21405 -2.99743
H 1.67074 -2.08299 -2.76831
H 3.03039 -1.56354 -2.83398
O -1.93111 0.57002 -3.15351
H -2.47282 0.86383 -3.88480
H -1.12402 0.17090 -3.47941
O 0.23128 1.40374 2.85731
H 0.32687 1.75515 3.75250
H 0.66129 2.27373 2.40447
O 2.01472 -2.65738 -0.53246
H 1.38275 -3.34080 -0.28191
H 2.51776 -2.62573 0.31665
O 1.29987 3.33677 1.72618
H 1.39698 2.65083 1.04323
H 2.19700 3.58258 1.99167
O 2.19812 0.37757 -0.81386
H 3.15338 0.46430 -0.81206
H 1.92955 0.09255 -1.70051
O 2.27702 3.47178 -0.45655
H 2.40264 3.12011 -1.34241
H 1.68511 4.25421 -0.52973
O -4.36873 1.44615 -0.05005
H -4.15873 2.31960 -0.34201
H -3.87782 0.67520 0.19880
O 2.02136 -1.77837 2.62989
H 2.43548 -1.05534 3.09317
H 1.07013 -1.60685 2.45822

***

3.
16
Properties=species:S:1:pos:R:3 method="wB97M-V/def2-TZVPD" energy_ev=-44906.7461 spin_multiplicity=3
C 2.63657 1.54441 -0.48262
C -2.37512 -2.00900 -0.01323
O 0.05729 -0.86734 -1.68878
O 1.17488 0.79922 1.76205
O 0.27946 2.38130 0.06204
O -1.30920 -0.76711 2.01958
O -1.84793 0.57247 0.00454
S 0.60072 -0.75741 -0.35569
S 1.03431 1.21144 0.39597
S -1.34912 -0.58667 0.63066
H 2.39825 2.13434 -1.35188
H 3.16376 2.46064 0.11406
H 3.26287 0.64774 -0.48158
H -2.79340 -2.49433 0.89556
H -3.15928 -1.57839 -0.72859
H -1.77406 -2.69131 -0.78208

***

4.
16
Properties=species:S:1:pos:R:3 method="wB97M-V/def2-TZVPD" e_above_lowest_kj_mol=189.95 smiles=CSCC1CC1 spin_multiplicity=1
C 2.96167 0.20350 -0.09836
S 1.59453 -0.95139 0.19464
C 0.23895 0.34939 0.09208
C -1.02727 -0.17433 0.60547
C -2.34568 0.35811 -0.00369
C -1.86513 -1.07884 -0.33098
H 3.66276 0.49405 0.60713
H 3.40664 -0.12725 -1.01728
H 2.51024 1.13414 -0.47067
H 0.67209 1.02280 0.88566
H 0.30705 0.80976 -0.79225
H -0.90282 -0.38074 1.65746
H -2.21501 1.00134 -0.82713
H -3.20308 0.47259 0.60072
H -1.35302 -1.18721 -1.25529
H -2.44191 -1.94591 0.15251